Computed, not measured: C48H128AsF6O48S16 as an isolated structure, with ωB97M-V/def2-TZVPD.

Geometry (Å):
1 As 0.035 -0.163 -0.137
2 F 0.950 0.342 -1.641
3 F 1.295 0.636 0.894
4 F -0.925 -0.570 1.415
5 F -1.284 -0.883 -1.177
6 F 0.841 -1.811 -0.040
7 F -0.817 1.418 -0.184
8 O 3.677 -4.673 -6.504
9 S 3.051 -3.576 -7.195
10 O 2.186 -3.897 -8.336
11 O 2.176 -2.595 -6.182
12 C 2.756 -2.115 -5.010
13 C 1.617 -2.003 -3.976
14 C 4.362 -2.427 -7.651
15 H 3.194 -1.206 -5.420
16 H 3.610 -2.703 -4.674
17 H 0.864 -1.229 -4.122
18 H 2.034 -1.864 -2.979
19 H 0.938 -2.856 -3.944
20 H 5.167 -3.009 -8.100
21 H 4.687 -1.874 -6.769
22 H 3.937 -1.781 -8.419
23 O -2.150 4.496 -1.138
24 S -2.483 5.103 -2.448
25 O -2.340 4.312 -3.664
26 O -4.026 5.617 -2.336
27 C -5.040 4.609 -2.187
28 C -6.428 5.209 -2.274
29 C -1.652 6.778 -2.631
30 H -4.956 4.141 -1.206
31 H -4.939 3.920 -3.025
32 H -7.268 4.578 -2.565
33 H -6.273 5.850 -3.142
34 H -6.692 5.788 -1.389
35 H -0.587 6.734 -2.860
36 H -1.882 7.457 -1.810
37 H -2.116 7.198 -3.523
38 O -1.976 -8.224 -5.220
39 S -1.584 -7.316 -6.343
40 O -2.280 -7.372 -7.638
41 O -1.533 -5.764 -5.842
42 C -0.971 -5.427 -4.623
43 C -1.611 -4.270 -3.890
44 C 0.150 -7.655 -6.744
45 H 0.032 -5.162 -4.956
46 H -0.932 -6.296 -3.966
47 H -1.101 -3.877 -3.010
48 H -2.634 -4.490 -3.586
49 H -1.837 -3.396 -4.500
50 H 0.890 -7.446 -5.972
51 H 0.358 -7.058 -7.632
52 H 0.140 -8.713 -7.006
53 O -2.293 -0.441 -6.688
54 S -3.530 -0.001 -5.962
55 O -4.724 0.469 -6.689
56 O -3.923 -1.277 -5.005
57 C -5.170 -1.320 -4.350
58 C -4.874 -1.835 -2.951
59 C -3.035 1.260 -4.713
60 H -5.853 -1.976 -4.889
61 H -5.688 -0.361 -4.343
62 H -4.213 -1.131 -2.446
63 H -4.361 -2.788 -3.085
64 H -5.820 -2.072 -2.463
65 H -2.795 2.205 -5.201
66 H -2.086 0.839 -4.380
67 H -3.742 1.518 -3.924
68 O -1.248 0.863 5.710
69 S -2.142 1.831 5.039
70 O -2.940 2.835 5.810
71 O -1.221 2.660 3.964
72 C -0.188 2.019 3.300
73 C 1.225 2.333 3.927
74 C -3.295 0.944 3.759
75 H -0.134 2.320 2.254
76 H -0.293 0.957 3.081
77 H 2.044 2.159 3.230
78 H 1.226 1.649 4.775
79 H 1.386 3.315 4.372
80 H -3.903 0.314 4.410
81 H -2.771 0.333 3.024
82 H -3.928 1.657 3.231
83 O -0.148 8.237 5.555
84 S -1.364 7.643 5.115
85 O -2.651 8.146 5.500
86 O -1.361 7.661 3.403
87 C -0.090 7.525 2.766
88 C -0.317 6.917 1.365
89 C -1.295 5.801 5.479
90 H 0.554 6.920 3.406
91 H 0.437 8.469 2.630
92 H -1.034 7.578 0.878
93 H -0.790 5.939 1.453
94 H 0.567 6.800 0.738
95 H -1.942 5.306 4.754
96 H -1.610 5.494 6.476
97 H -0.259 5.517 5.290
98 O 7.241 -0.170 -6.533
99 S 7.576 -0.884 -5.323
100 O 8.227 -0.187 -4.220
101 O 6.076 -1.499 -4.739
102 C 6.025 -2.041 -3.403
103 C 5.481 -0.992 -2.389
104 C 8.354 -2.500 -5.654
105 H 7.034 -2.317 -3.095
106 H 5.548 -3.020 -3.355
107 H 5.486 -1.349 -1.359
108 H 4.465 -0.728 -2.683
109 H 6.101 -0.096 -2.355
110 H 9.198 -2.470 -6.343
111 H 7.628 -3.208 -6.054
112 H 8.660 -2.834 -4.662
113 O -6.497 1.337 -2.770
114 S -7.285 0.710 -1.677
115 O -8.373 -0.283 -1.923
116 O -6.283 0.110 -0.489
117 C -5.338 1.009 0.029
118 C -4.205 0.156 0.481
119 C -8.091 2.007 -0.673
120 H -5.732 1.610 0.849
121 H -4.961 1.645 -0.773
122 H -4.491 -0.484 1.315
123 H -3.341 0.765 0.749
124 H -3.904 -0.617 -0.226
125 H -7.325 2.719 -0.369
126 H -8.536 1.422 0.132
127 H -8.876 2.533 -1.218
128 O -3.665 -5.527 -0.756
129 S -4.000 -4.393 0.071
130 O -5.179 -3.636 -0.283
131 O -4.137 -4.872 1.644
132 C -4.902 -4.062 2.521
133 C -4.890 -4.588 4.014
134 C -2.566 -3.284 0.160
135 H -5.906 -4.129 2.101
136 H -4.470 -3.062 2.519
137 H -3.902 -4.563 4.474
138 H -5.267 -5.591 4.215
139 H -5.612 -3.930 4.497
140 H -1.722 -3.799 -0.299
141 H -2.378 -3.109 1.219
142 H -2.925 -2.389 -0.348
143 O -2.005 -2.033 4.043
144 S -1.230 -2.789 4.990
145 O -1.631 -2.791 6.381
146 O -0.981 -4.326 4.483
147 C -0.399 -4.530 3.208
148 C -0.654 -6.047 2.949
149 C 0.492 -2.174 4.985
150 H 0.679 -4.530 3.364
151 H -0.698 -3.785 2.469
152 H -0.495 -6.382 1.924
153 H -1.654 -6.433 3.147
154 H -0.026 -6.632 3.621
155 H 0.864 -2.102 3.963
156 H 1.120 -2.863 5.550
157 H 0.495 -1.217 5.507
158 O 2.708 5.108 2.111
159 S 4.128 5.320 1.858
160 O 4.905 6.120 2.833
161 O 4.794 3.776 1.676
162 C 4.043 2.763 0.933
163 C 4.797 1.448 0.998
164 C 4.404 5.969 0.165
165 H 4.091 2.975 -0.135
166 H 2.994 2.577 1.166
167 H 4.774 1.006 1.994
168 H 5.784 1.591 0.558
169 H 4.275 0.705 0.397
170 H 5.012 6.874 0.147
171 H 3.423 6.147 -0.277
172 H 4.872 5.202 -0.452
173 O 2.878 -0.394 5.296
174 S 4.336 -0.155 5.465
175 O 5.222 -0.129 4.303
176 O 4.658 1.215 6.272
177 C 3.738 1.622 7.318
178 C 3.375 3.079 7.104
179 C 5.111 -1.439 6.627
180 H 4.239 1.459 8.272
181 H 2.844 1.001 7.365
182 H 2.730 3.189 6.233
183 H 4.352 3.480 6.834
184 H 3.108 3.722 7.943
185 H 4.515 -1.446 7.540
186 H 6.167 -1.214 6.773
187 H 5.058 -2.373 6.067
188 O 2.284 -7.298 -3.580
189 S 2.754 -6.360 -2.547
190 O 3.541 -5.193 -2.918
191 O 1.394 -5.831 -1.685
192 C 1.431 -4.574 -0.980
193 C 2.225 -4.625 0.340
194 C 3.644 -7.328 -1.248
195 H 0.385 -4.436 -0.707
196 H 1.676 -3.749 -1.650
197 H 1.897 -3.876 1.060
198 H 3.262 -4.337 0.172
199 H 2.140 -5.625 0.766
200 H 3.693 -6.853 -0.268
201 H 4.657 -7.524 -1.602
202 H 3.162 -8.292 -1.087
203 O 5.396 -4.673 5.096
204 S 4.258 -5.095 4.375
205 O 2.950 -4.657 4.911
206 O 4.422 -4.396 2.888
207 C 4.198 -3.016 2.691
208 C 4.920 -2.555 1.469
209 C 4.215 -6.931 3.844
210 H 4.566 -2.572 3.616
211 H 3.137 -2.807 2.561
212 H 4.322 -1.805 0.950
213 H 5.173 -3.391 0.818
214 H 5.802 -1.937 1.638
215 H 3.979 -7.520 4.730
216 H 5.132 -7.216 3.327
217 H 3.396 -7.133 3.154
218 O -6.474 4.513 1.047
219 S -5.504 5.448 1.607
220 O -5.355 6.758 0.936
221 O -6.009 5.729 3.160
222 C -5.686 7.072 3.748
223 C -5.605 6.866 5.286
224 C -3.858 4.685 2.023
225 H -6.417 7.812 3.426
226 H -4.762 7.510 3.370
227 H -4.752 6.236 5.538
228 H -6.555 6.458 5.633
229 H -5.597 7.861 5.731
230 H -3.347 5.379 2.690
231 H -3.185 4.617 1.168
232 H -4.047 3.756 2.561
233 O 3.631 3.963 -2.476
234 S 2.340 4.635 -2.663
235 O 2.159 6.104 -2.847
236 O 1.588 3.860 -3.951
237 C 1.676 2.447 -4.032
238 C 0.841 1.783 -5.169
239 C 1.234 3.991 -1.338
240 H 1.574 1.939 -3.073
241 H 2.711 2.217 -4.286
242 H 0.926 0.696 -5.157
243 H 1.091 2.223 -6.135
244 H -0.184 2.144 -5.088
245 H 1.454 2.955 -1.081
246 H 0.236 3.736 -1.694
247 H 1.284 4.522 -0.387

Calculated values
HOMO level, eV: -9.004
F_max, eV/A: 4.46
Net charge: -1
Frontier orbital gap, eV: 9.9
Electronic energy, Ha: -14722.974428

Here are the Mulliken charges for atoms 1 to 99, given in e: atom 1 (As): 2.4045, atom 2 (F): -0.7436, atom 3 (F): -0.4729, atom 4 (F): -0.4423, atom 5 (F): -0.4341, atom 6 (F): -0.3644, atom 7 (F): -0.5649, atom 8 (O): -0.6145, atom 9 (S): 1.1273, atom 10 (O): -0.6607, atom 11 (O): -0.3297, atom 12 (C): -0.0885, atom 13 (C): 0.4113, atom 14 (C): -0.5670, atom 15 (H): 0.5045, atom 16 (H): 0.3583, atom 17 (H): -0.2238, atom 18 (H): 0.0101, atom 19 (H): -0.6291, atom 20 (H): 0.3603, atom 21 (H): -0.0615, atom 22 (H): 0.3289, atom 23 (O): -0.2946, atom 24 (S): 1.0131, atom 25 (O): -0.5808, atom 26 (O): -0.2540, atom 27 (C): 0.6224, atom 28 (C): -1.5324, atom 29 (C): -1.0634, atom 30 (H): -0.2578, atom 31 (H): 0.3440, atom 32 (H): 0.2748, atom 33 (H): 0.5185, atom 34 (H): 0.2352, atom 35 (H): 0.2815, atom 36 (H): 0.3225, atom 37 (H): 0.4360, atom 38 (O): -0.6263, atom 39 (S): 1.1715, atom 40 (O): -0.6134, atom 41 (O): -0.3383, atom 42 (C): 0.0831, atom 43 (C): -1.1497, atom 44 (C): -0.7431, atom 45 (H): 0.0104, atom 46 (H): 0.4844, atom 47 (H): 0.0150, atom 48 (H): 0.4985, atom 49 (H): 0.3710, atom 50 (H): 0.1578, atom 51 (H): 0.3109, atom 52 (H): 0.3849, atom 53 (O): -0.5666, atom 54 (S): 1.1307, atom 55 (O): -0.6449, atom 56 (O): -0.2284, atom 57 (C): -0.7174, atom 58 (C): 0.0895, atom 59 (C): -0.2554, atom 60 (H): 0.3006, atom 61 (H): 0.4123, atom 62 (H): -0.3322, atom 63 (H): 0.0225, atom 64 (H): 0.4609, atom 65 (H): 0.4965, atom 66 (H): -0.1321, atom 67 (H): -0.0363, atom 68 (O): -0.5010, atom 69 (S): 1.0777, atom 70 (O): -0.6826, atom 71 (O): 0.0036, atom 72 (C): 0.0766, atom 73 (C): -0.5623, atom 74 (C): -0.3629, atom 75 (H): -0.0036, atom 76 (H): -0.1171, atom 77 (H): -0.0092, atom 78 (H): 0.2279, atom 79 (H): 0.2291, atom 80 (H): 0.5692, atom 81 (H): -0.3425, atom 82 (H): 0.1571, atom 83 (O): -0.6298, atom 84 (S): 1.1832, atom 85 (O): -0.5594, atom 86 (O): -0.3019, atom 87 (C): -0.3356, atom 88 (C): -0.6509, atom 89 (C): -0.4906, atom 90 (H): 0.3149, atom 91 (H): 0.2091, atom 92 (H): 0.3665, atom 93 (H): -0.0386, atom 94 (H): 0.3003, atom 95 (H): -0.1747, atom 96 (H): 0.5450, atom 97 (H): 0.2701, atom 98 (O): -0.5838, atom 99 (S): 1.1593